1.
19
Properties=species:S:1:pos:R:3:forces:R:3:nbo_charge:R:1 method="wB97M-V/def2-TZVPD" total_energy_ha=-477.2085 smiles="C[C@@H](N)C(=O)c1ccco1" homo_lumo_gap_ev=9.705 e_above_lowest_kcal_mol=115.1
C 0.765 -1.332 1.720 -0.950 -3.274 -2.309 -0.615
C 1.291 -0.528 0.501 -1.624 -4.742 -1.296 -0.162
N 2.488 -1.061 -0.047 -7.966 2.359 -10.104 -0.765
C 0.294 -0.615 -0.622 -2.945 -1.160 -0.729 0.576
O 0.131 -1.626 -1.324 0.798 2.231 1.215 -0.540
C -0.724 0.526 -0.710 1.603 -2.038 -0.375 0.178
C -1.731 0.674 -1.593 1.295 2.956 3.547 -0.248
C -2.306 1.941 -1.233 -6.499 -0.970 -4.695 -0.311
C -1.651 2.424 -0.273 4.909 3.923 7.533 0.085
O -0.616 1.526 0.168 -1.196 1.870 -1.002 -0.433
H 1.521 -1.592 2.393 1.482 0.698 1.417 0.212
H 0.766 -2.566 1.267 -1.250 3.520 1.144 0.201
H -0.129 -0.911 2.261 0.698 -0.872 -0.843 0.228
H 1.383 0.423 0.726 0.796 4.742 1.270 0.200
H 2.377 -1.933 -0.472 -0.522 -1.470 -0.821 0.365
H 3.010 -1.110 0.592 10.445 -1.105 11.330 0.318
H -1.892 -0.045 -2.239 -1.391 -3.019 -3.458 0.233
H -3.388 2.385 -1.508 2.998 -1.010 0.086 0.249
H -1.590 3.421 0.392 -0.683 -2.639 -1.910 0.228

=====

2.
28
Properties=species:S:1:pos:R:3:forces:R:3:nbo_charge:R:1 method="wB97M-V/def2-TZVPD" total_energy_ha=-859.3681 smiles=C[C@H](CCS)NCN.O.O homo_lumo_gap_ev=8.513 e_above_lowest_kcal_mol=64.5
C 0.106 0.645 1.819 0.139 -1.054 0.969 -0.635
C -0.061 1.041 0.370 -0.856 -3.260 -0.332 -0.059
C -1.551 1.043 0.037 -1.203 -1.199 1.924 -0.399
C -2.369 -0.396 0.022 2.557 -0.308 -0.353 -0.568
S -4.159 -0.012 0.009 1.312 0.920 -0.488 -0.030
N 0.605 -0.053 -0.475 -0.489 4.120 0.695 -0.695
C 2.031 0.089 -0.754 -0.626 -3.581 -3.839 -0.075
N 2.956 -0.811 -0.081 0.495 -1.152 -1.095 -0.834
H 1.166 0.559 1.934 0.835 0.353 0.844 0.200
H -0.238 -0.380 2.073 -0.118 0.419 -0.897 0.206
H -0.381 1.191 2.625 0.257 0.869 -0.268 0.213
H 0.357 2.016 0.150 0.250 0.098 -0.088 0.200
H -2.038 1.728 0.857 0.504 -1.136 -1.916 0.209
H -1.668 1.344 -0.976 -0.420 0.942 -0.722 0.206
H -2.065 -1.135 0.760 -0.570 0.857 1.691 0.222
H -1.907 -1.147 -0.722 -1.336 1.939 -0.681 0.224
H -3.808 1.310 -0.258 -0.936 -1.131 0.158 0.135
H 0.267 -0.944 -0.186 0.420 -0.540 0.211 0.398
H 2.009 -0.310 -1.912 0.931 1.424 2.462 0.190
H 2.468 1.087 -0.708 -0.688 0.134 0.093 0.196
H 2.822 -1.835 -0.210 -0.213 1.303 -0.728 0.350
H 2.807 -0.747 0.874 -0.043 0.572 2.445 0.334
O 0.527 -2.454 1.123 -2.483 -0.045 -5.698 -0.929
H 0.828 -2.428 1.939 2.218 0.237 6.134 0.465
H 0.794 -3.285 0.756 0.147 -0.733 -0.284 0.477
O 0.397 1.160 -3.311 2.350 0.758 2.026 -0.939
H 0.635 1.467 -2.367 -0.833 -0.988 -2.284 0.475
H -0.528 1.259 -3.390 -1.604 0.183 0.022 0.464

=====

3.
10
Properties=species:S:1:pos:R:3:forces:R:3:nbo_charge:R:1 method="wB97M-V/def2-TZVPD" total_energy_ha=-193.1236 smiles="CC(C)=O" homo_lumo_gap_ev=10.449 e_above_lowest_kcal_mol=12.3
C -0.307 0.719 1.093 -0.438 -1.509 -0.957 -0.715
C 0.212 -0.452 0.239 0.389 1.516 1.973 0.575
C 0.182 -0.440 -1.164 -0.941 0.729 -3.989 -0.712
O 0.777 -1.351 0.757 1.193 -2.505 2.231 -0.541
H -1.315 0.841 0.697 -0.247 0.606 0.457 0.216
H 0.268 1.640 0.993 -0.011 -0.171 0.042 0.233
H -0.311 0.270 2.086 -0.085 0.674 0.129 0.241
H -0.823 -0.384 -1.581 -0.227 0.522 0.073 0.229
H 0.597 -1.308 -1.677 0.415 0.024 0.590 0.241
H 0.721 0.465 -1.444 -0.047 0.114 -0.548 0.232